P.
Here is C39H50ClN7O6PY as an isolated structure from the Open Molecules 2025 dataset. Energies are from the ωB97M-V functional and the def2-TZVPD basis.

Calculated values
frontier orbital gap	6.1	eV
HOMO energy	-1.63	eV
total charge	-2

```
105
C39H50ClN7O6PY the ωB97M-V functional and the def2-TZVPD basis
Y 0.6236 0.1511 1.1931
O 1.2428 0.7997 3.6310
C 0.6374 1.0118 4.7207
C 1.1335 0.5049 5.9689
C 0.5042 0.7678 7.1574
C -0.6595 1.5528 7.2243
C -1.1666 2.0516 6.0424
C -0.5659 1.7924 4.8077
C -1.1409 2.3940 3.6219
N -0.8078 2.1520 2.4183
C -1.4008 2.9650 1.3815
C -0.2789 3.7408 0.7157
N 0.7623 2.8175 0.2568
C 1.7622 3.3833 -0.2896
C 2.9210 2.7512 -0.8949
C 3.8906 3.5865 -1.4539
C 5.0200 3.0932 -2.0790
C 5.1746 1.7026 -2.1468
C 4.2410 0.8484 -1.6100
C 3.0703 1.3327 -0.9515
O 2.2088 0.5270 -0.4789
H 2.0168 -0.1200 5.9227
H 0.9156 0.3476 8.0712
H -1.1454 1.7509 8.1715
H -2.0649 2.6649 6.0548
H -1.9222 3.1505 3.8149
H -2.1619 3.6588 1.7753
H -1.8427 2.2862 0.6485
H 0.1567 4.4522 1.4294
H -0.6777 4.3100 -0.1338
H 1.7848 4.4856 -0.3550
H 3.7332 4.6603 -1.3853
H 5.7590 3.7600 -2.5047
H 6.0513 1.2836 -2.6325
H 4.3596 -0.2276 -1.6587
O 4.1175 1.5896 4.1923
C 3.6273 1.1460 3.0100
O 3.2540 1.8876 2.1423
C 3.7202 -0.3422 2.8652
C 4.6581 -1.0821 3.5606
C 4.7847 -2.4321 3.2442
C 3.9949 -2.9696 2.2522
C 3.0423 -2.1532 1.6410
N 2.9057 -0.8736 1.9552
C 2.1121 -2.7098 0.5575
O 2.4133 -3.8058 0.0692
O 1.1174 -1.9869 0.2810
H 3.9422 2.5402 4.1998
H 5.2669 -0.6072 4.3159
H 5.5072 -3.0463 3.7700
H 4.0581 -3.9989 1.9309
Cl 0.4510 -2.5260 3.7728
C -0.6291 -1.2794 2.8190
H -1.0830 -0.7162 3.6429
H -1.4078 -1.9422 2.4334
N -1.2686 0.2215 -0.0046
P -1.5511 -0.4926 -1.3261
N -3.0331 0.0664 -1.9912
C -4.0195 0.6372 -1.1008
C -4.9133 1.6093 -1.8630
C -5.5719 0.9102 -3.0492
C -4.5186 0.2342 -3.9230
C -3.6231 -0.6741 -3.0843
N -0.5533 -0.2450 -2.6619
C 0.7616 -0.8672 -2.8393
C 1.0336 -1.0426 -4.3275
C 1.0134 0.3227 -5.0133
C -0.2687 1.0847 -4.6836
C -0.5100 1.1190 -3.1781
N -1.7817 -2.1647 -1.2847
C -2.4830 -2.6346 -0.0817
C -1.8077 -3.8727 0.4844
C -1.9068 -5.0382 -0.5100
C -1.9466 -4.5068 -1.9502
C -1.1410 -3.2184 -2.0633
H -3.4904 1.1154 -0.2779
H -4.6527 -0.1567 -0.6587
H -4.2901 2.4353 -2.2232
H -5.6690 2.0339 -1.1947
H -6.1809 1.6067 -3.6342
H -6.2537 0.1403 -2.6652
H -3.8863 0.9961 -4.3918
H -4.9928 -0.3392 -4.7265
H -2.8231 -1.0896 -3.6996
H -4.2116 -1.5315 -2.7057
H 0.8404 -1.7917 -2.2816
H 1.5241 -0.2114 -2.4066
H 0.2716 -1.6986 -4.7652
H 2.0070 -1.5221 -4.4704
H 1.1435 0.2279 -6.0966
H 1.8654 0.9027 -4.6394
H -1.1277 0.5969 -5.1592
H -0.2132 2.1066 -5.0747
H -1.4472 1.6239 -2.9461
H 0.2994 1.6714 -2.6754
H -3.5384 -2.8526 -0.3212
H -2.4670 -1.8265 0.6498
H -2.2559 -4.1343 1.4461
H -0.7650 -3.6185 0.6825
H -2.8045 -5.6354 -0.3141
H -1.0491 -5.7029 -0.3831
H -2.9775 -4.3031 -2.2592
H -1.5442 -5.2468 -2.6484
H -1.0864 -2.9059 -3.1100
H -0.1223 -3.4197 -1.7071
```



Q.
Here is C39H50ClN7O6PY as an isolated structure from the Open Molecules 2025 dataset. Energies are from the ωB97M-V functional and the def2-TZVPD basis.

Calculated values
frontier orbital gap	5.4	eV
HOMO energy	-1.16	eV
total charge	-2

```
105
C39H50ClN7O6PY the ωB97M-V functional and the def2-TZVPD basis
Y -1.0067 -0.5682 0.8582
O 0.5278 -0.7996 2.7878
C 0.0154 -1.6847 3.5534
C -0.4218 -1.4498 4.8387
C -1.4295 -2.1927 5.5374
C -2.0964 -3.2908 5.1286
C -1.7348 -3.9821 3.8695
C -1.6758 -3.1508 2.4912
C -2.0337 -4.1042 1.3723
N -1.2567 -4.8782 0.7451
C -1.7352 -5.5594 -0.4468
C -3.1275 -5.2404 -0.9862
N -3.2597 -3.8348 -1.3332
C -4.3810 -3.3018 -1.0835
C -4.7745 -1.9026 -1.2655
C -6.1181 -1.6790 -1.5818
C -6.6425 -0.4157 -1.7695
C -5.7867 0.6766 -1.5857
C -4.4723 0.4984 -1.2278
C -3.8983 -0.7938 -1.0419
O -2.6760 -0.9211 -0.6858
H -0.2050 -0.4512 5.2047
H -1.7341 -1.7643 6.4910
H -2.8820 -3.7117 5.7461
H -2.2357 -4.9513 3.7774
H -3.0837 -3.9623 1.1068
H -1.6573 -6.6401 -0.2774
H -1.0156 -5.3222 -1.2386
H -3.9089 -5.5622 -0.2788
H -3.2494 -5.8420 -1.8964
H -5.1966 -3.9314 -0.6777
H -6.7635 -2.5481 -1.6889
H -7.6855 -0.2763 -2.0262
H -6.1670 1.6870 -1.7026
H -3.8287 1.3479 -1.0356
O 1.6496 -2.6492 -2.7702
C 0.8484 -2.3158 -1.7151
O -0.1397 -1.6612 -1.8618
C 1.3247 -2.9046 -0.4260
C 2.4230 -3.7438 -0.3757
C 2.7242 -4.3480 0.8407
C 1.9008 -4.1288 1.9217
C 0.8121 -3.2708 1.7736
N 0.5607 -2.6379 0.6307
C -0.1753 -3.0633 2.8711
O -0.2791 -4.1691 3.7696
O -2.2916 -1.9810 2.2399
H 1.2384 -2.2099 -3.5279
H 3.0088 -3.9242 -1.2643
H 3.5816 -5.0057 0.9241
H 2.0492 -4.6175 2.8744
Cl -2.4097 2.6768 0.8800
C -2.0522 1.2478 2.0469
H -3.0452 1.0069 2.4361
H -1.4984 1.7264 2.8597
N 0.7520 0.4445 -0.0625
P 1.3045 1.7753 -0.5242
N 0.2659 2.7238 -1.4496
C 0.4996 4.1051 -1.8310
C 0.3511 4.2773 -3.3393
C -1.1006 3.9837 -3.7598
C -1.7761 3.0325 -2.7606
C -0.7847 2.0265 -2.1994
N 1.8913 2.9231 0.5947
C 0.8848 3.6100 1.4052
C 1.5214 4.7884 2.1307
C 2.6659 4.3127 3.0213
C 3.6507 3.4747 2.2101
C 2.9246 2.3576 1.4713
N 2.7597 1.5740 -1.4084
C 3.5939 2.6413 -1.9077
C 5.0768 2.3304 -1.6230
C 5.3179 0.8143 -1.6123
C 4.3693 0.1453 -2.5988
C 2.9236 0.3151 -2.1149
H 1.4872 4.4117 -1.4918
H -0.2174 4.7760 -1.3292
H 1.0369 3.5778 -3.8266
H 0.6508 5.2855 -3.6414
H -1.1138 3.5457 -4.7623
H -1.6679 4.9175 -3.8202
H -2.6042 2.4968 -3.2285
H -2.1999 3.5920 -1.9231
H -0.3599 1.4324 -3.0242
H -1.2945 1.3218 -1.5458
H 0.4481 2.9168 2.1392
H 0.0631 3.9350 0.7742
H 0.7611 5.3073 2.7215
H 1.9035 5.4964 1.3853
H 2.2511 3.6887 3.8206
H 3.1710 5.1572 3.5012
H 4.4178 3.0444 2.8614
H 4.1594 4.1122 1.4766
H 2.4673 1.6584 2.1868
H 3.6211 1.7798 0.8641
H 3.3183 3.5688 -1.4108
H 3.4443 2.7950 -2.9909
H 5.3605 2.7577 -0.6575
H 5.7040 2.8096 -2.3834
H 5.1186 0.4163 -0.6139
H 6.3621 0.5884 -1.8460
H 4.5856 -0.9197 -2.7111
H 4.5034 0.6016 -3.5865
H 2.6641 -0.4778 -1.4137
H 2.2336 0.2268 -2.9715
```



Stability ranking, top entry: P; the second entry is 0.1579 hartree less favorable.



P.
Here is a 2-piece molecular cluster, C8H14N3 overall from the Open Molecules 2025 dataset. Energies are from the ωB97M-V functional and the def2-TZVPD basis.

Calculated values
frontier orbital gap	8.7	eV
HOMO energy	-12.38	eV
total charge	+1

```
25
C8H14N3 the ωB97M-V functional and the def2-TZVPD basis
C 1.0890 1.3926 -1.3798
C 0.7722 0.1819 -0.8806
C 2.9774 0.1480 -1.2272
C -1.7728 -1.5520 0.4375
C -1.5578 -0.4544 -0.4874
C -1.9318 -0.1582 0.8648
C -3.3916 0.2288 1.0847
C -0.9046 0.2631 1.9331
N 2.4404 1.3020 -1.7104
N 1.9387 -0.5630 -0.7122
N 4.2861 -0.1924 -1.0684
H 0.6845 2.3249 -1.5980
H -2.6128 -2.2646 0.3675
H -0.8669 -2.1137 0.7630
H -2.1044 -0.2200 -1.3603
H -3.5301 1.3650 1.2705
H -3.5452 -0.5504 1.9046
H -4.1790 0.1149 0.2448
H -0.7399 1.4403 2.0068
H 0.0201 -0.3123 1.8199
H -1.2641 0.0507 2.9448
H 3.0056 1.9063 -2.3395
H 2.0152 -1.4771 -0.3979
H 4.7822 0.1267 -1.9050
H 4.3894 -0.9873 -0.5751
```



Q.
Here is a 2-piece molecular cluster, C8H14N3 overall from the Open Molecules 2025 dataset. Energies are from the ωB97M-V functional and the def2-TZVPD basis.

Calculated values
frontier orbital gap	7.7	eV
HOMO energy	-11.43	eV
total charge	+1

```
25
C8H14N3 the ωB97M-V functional and the def2-TZVPD basis
C 1.1043 -1.4623 -2.4909
C 0.9327 -2.5685 -1.7615
C 0.5879 -0.7566 -0.3800
C -2.1314 -1.0311 0.7493
C -1.7819 0.2325 0.8776
C -2.2100 1.5065 1.3945
C 1.5721 2.0656 -0.0431
C 0.4196 -0.0158 0.8130
N 0.9401 -0.3604 -1.6269
N 0.4857 -2.1387 -0.4264
N 0.8760 1.3165 1.0037
H 1.5256 -1.1745 -3.4240
H 1.0747 -3.5734 -1.8878
H -1.5068 -1.7582 0.2809
H -3.2459 -1.3978 0.8988
H -1.3679 2.2574 1.6162
H -2.8236 1.2320 2.3150
H -2.9586 2.0062 0.7761
H 2.5401 1.6208 -0.1961
H 0.8725 2.3222 -0.8483
H 1.7718 3.0161 0.4737
H 0.5158 -0.5856 1.7274
H 0.6366 -2.7271 0.2968
H 1.3542 1.3961 1.8814
H 0.8164 0.5780 -2.0194
```



Stability ranking, top entry: Q; the second entry is 0.0440 hartree less favorable.